Entry 1:
Density functional theory data (ωB97M-V/def2-TZVPD) for C49H57CuFGe2N2P as an isolated structure in a non-equilibrium geometry.

Structure (XYZ):
```
113
C49H57CuFGe2N2P | the Open Molecules 2025 dataset | ωB97M-V/def2-TZVPD
Cu -0.539 -0.373 0.660
N 3.146 0.376 0.180
C 3.629 1.641 -0.024
C 5.016 1.840 -0.029
C 5.560 3.082 -0.275
C 4.726 4.162 -0.518
C 3.352 3.979 -0.521
C 2.771 2.730 -0.305
P 0.917 2.469 -0.174
C 0.468 4.247 -0.039
C 0.186 4.725 1.238
C -0.191 6.043 1.435
C -0.280 6.907 0.355
C 0.048 6.454 -0.915
C 0.423 5.134 -1.113
C 0.533 2.116 -1.932
C 1.358 1.290 -2.693
C 1.003 0.951 -3.989
C -0.175 1.429 -4.544
C -1.005 2.244 -3.789
C -0.658 2.579 -2.491
H 2.196 0.279 0.532
H 3.781 -0.267 0.626
H 5.662 0.995 0.180
H 6.636 3.208 -0.275
H 5.143 5.147 -0.687
H 2.723 4.839 -0.694
H 0.255 4.046 2.080
H -0.417 6.397 2.433
H -0.595 7.932 0.499
H 0.018 7.134 -1.758
H 0.688 4.797 -2.107
H 2.282 0.916 -2.273
H 1.647 0.304 -4.571
H -0.445 1.165 -5.559
H -1.928 2.621 -4.214
H -1.303 3.219 -1.907
C -4.788 -2.919 0.853
C -4.111 -1.551 0.804
Ge -2.411 -1.471 -0.306
C -3.221 -1.491 -2.155
C -2.174 -1.645 -3.254
C -1.824 -3.364 -0.149
C -0.711 -3.843 0.419
Ge 0.843 -2.636 0.886
C 2.426 -3.618 1.662
C 2.492 -3.631 3.187
C 1.353 -2.087 -0.979
C 1.884 -3.209 -1.868
C -0.537 -5.312 0.505
C 0.562 -5.971 -0.047
C 0.629 -7.355 -0.068
C -0.389 -8.115 0.488
C -1.475 -7.476 1.067
C -1.550 -6.092 1.072
H -5.700 -2.895 1.457
H -4.116 -3.659 1.291
H -5.059 -3.258 -0.149
H -3.876 -1.232 1.823
H -4.806 -0.807 0.402
H -3.771 -0.556 -2.301
H -3.952 -2.303 -2.222
H -1.411 -0.867 -3.174
H -2.615 -1.574 -4.253
H -1.674 -2.613 -3.171
H -2.520 -4.108 -0.551
H 3.309 -3.100 1.272
H 2.463 -4.641 1.285
H 2.405 -2.618 3.581
H 3.438 -4.055 3.532
H 1.684 -4.228 3.613
H 2.095 -1.297 -0.948
H 0.456 -1.664 -1.441
H 2.747 -3.699 -1.408
H 2.203 -2.814 -2.836
H 1.118 -3.962 -2.058
H 1.356 -5.390 -0.492
H 1.480 -7.843 -0.528
H -0.332 -9.196 0.475
H -2.276 -8.058 1.508
H -2.405 -5.599 1.517
C 1.981 1.227 3.136
C 1.130 0.249 3.886
C 0.955 0.445 5.248
C 0.183 -0.416 6.010
C -0.469 -1.449 5.364
C -0.331 -1.670 4.000
C -1.143 -2.763 3.368
C 0.519 -0.850 3.218
N 0.752 -1.040 1.853
H 2.177 2.119 3.733
H 1.475 1.531 2.222
H 2.939 0.783 2.862
H 1.440 1.290 5.726
H 0.077 -0.271 7.077
H -1.121 -2.106 5.928
H -0.528 -3.620 3.079
H -1.637 -2.392 2.468
H -1.906 -3.117 4.061
F -6.016 5.494 0.223
C -4.972 4.642 0.355
C -4.245 4.645 1.534
C -3.190 3.770 1.669
C -2.829 2.873 0.637
C -1.697 2.035 0.736
C -3.627 2.893 -0.533
C -4.678 3.771 -0.681
H -4.522 5.325 2.327
H -2.619 3.752 2.588
H -1.287 1.842 1.720
H -1.569 1.244 -0.009
H -3.416 2.166 -1.308
H -5.277 3.790 -1.582
```

2S+1 ... 2
⟨S²⟩ ... 0.78
Orbital gap (spin up / spin down) ... 6.35 / 5.45 eV
Total energy ... -224396.3824 eV
Total charge ... -1
HOMO level (spin up / spin down) ... -3.9189 / -3.9254 eV

Mulliken population analysis, charges in e, atoms 1 to 99: 0.385, 0.701, -0.361, -0.574, -0.686, -0.941, -0.771, 0.566, 2.755, -0.109, -0.542, -0.519, -0.695, -0.794, -0.430, 0.366, -0.667, -0.544, -0.847, -0.925, -0.756, -1.235, 0.357, 0.447, 0.367, 0.432, 0.367, 0.436, 0.408, 0.383, 0.429, 0.527, 0.229, 0.407, 0.341, 0.432, 0.954, -1.096, -0.884, 1.091, -0.823, -0.790, -1.539, 0.561, 0.058, -0.583, -1.177, 0.738, -1.848, 0.325, -0.119, -1.096, -0.480, -0.786, -0.261, 0.380, 0.116, 0.278, 0.385, 0.524, 0.437, 0.431, -0.029, 0.433, 0.230, 0.548, 0.445, 0.489, 0.161, 0.441, 0.268, 0.026, -0.351, 0.385, 0.385, 0.403, 0.334, 0.400, 0.360, 0.404, 0.296, -0.572, 1.018, -0.828, -1.031, -0.751, 1.800, -0.782, -1.760, 1.710, 0.436, -0.541, 0.304, 0.401, 0.349, 0.409, 0.006, -0.595, 0.582

Entry 2:
Density functional theory data (ωB97M-V/def2-TZVPD) for C36H35BBrF4N3O2PdTe as an isolated structure in a non-equilibrium geometry.

Structure (XYZ):
```
84
C36H35BBrF4N3O2PdTe | the Open Molecules 2025 dataset | ωB97M-V/def2-TZVPD
Pd 7.079 13.913 13.026
Br 7.440 10.729 6.371
C 7.147 11.811 7.832
C 6.876 13.244 7.647
C 6.792 14.078 8.744
C 6.859 13.551 10.088
O 6.847 14.407 11.065
C 6.781 12.150 10.256
C 6.644 11.421 11.502
N 6.653 11.969 12.719
C 6.640 11.235 13.892
C 6.407 9.838 13.948
C 6.612 9.214 15.184
C 7.084 9.936 16.293
C 7.197 11.320 16.308
C 7.408 12.149 17.442
C 7.422 13.521 17.321
C 7.332 14.061 16.030
N 7.075 13.312 14.937
C 6.898 12.019 15.085
C 7.180 11.384 9.159
H 6.730 13.590 6.619
H 6.664 15.143 8.665
H 6.307 10.365 11.477
H 6.247 9.292 13.020
H 6.481 8.148 15.296
H 7.217 9.392 17.219
H 7.633 11.670 18.418
H 7.550 14.206 18.162
H 7.368 15.117 15.849
H 7.496 10.329 9.241
C 5.111 17.487 13.393
C 5.753 16.175 13.435
O 5.062 15.128 13.350
N 7.060 16.057 13.687
Te 8.794 16.985 13.111
C 9.087 19.158 12.872
C 8.319 19.911 11.869
C 7.670 19.235 10.647
C 8.265 21.281 11.884
C 9.037 22.045 12.767
C 8.873 23.581 12.840
C 9.934 21.340 13.639
C 10.030 19.917 13.631
C 11.233 19.308 14.299
C 9.533 16.905 15.183
C 8.908 17.687 16.185
C 7.684 18.567 15.994
C 9.430 17.633 17.471
C 10.598 16.956 17.780
C 11.271 16.926 19.148
C 11.259 16.312 16.687
C 10.734 16.199 15.382
C 11.429 15.325 14.417
H 4.483 17.463 14.255
H 4.434 17.650 12.478
H 5.835 18.256 13.463
H 6.694 18.805 10.903
H 8.293 18.502 10.163
H 7.430 20.015 9.916
H 7.645 21.802 11.171
H 8.143 23.904 11.995
H 9.795 24.127 12.661
H 8.490 23.839 13.904
H 10.535 21.919 14.333
H 12.112 19.890 14.064
H 11.417 18.296 13.952
H 11.128 19.353 15.379
H 7.129 18.331 15.090
H 7.990 19.597 15.941
H 7.027 18.475 16.844
H 8.820 18.066 18.270
H 10.815 17.624 19.833
H 12.312 17.207 18.989
H 11.256 15.931 19.602
H 12.284 15.878 16.843
H 11.764 14.509 15.019
H 12.335 15.723 13.881
H 10.708 14.844 13.699
F 9.383 13.914 12.326
B 10.105 12.545 12.353
F 9.382 11.829 13.253
F 10.098 12.022 11.080
F 11.420 12.801 12.766
```

2S+1 ... 4
⟨S²⟩ ... 3.83
Orbital gap (spin up / spin down) ... 5.10 / 4.30 eV
Total energy ... -138830.0128 eV
Total charge ... -1
Relative energy (zero: lowest compared OMol25 entry of this formula, charge and spin) ... 44.4 kcal/mol
HOMO level (spin up / spin down) ... -2.8568 / -4.5079 eV

Just the Mulliken charges please, in e? Sure, here they are: 0.453, -0.166, -0.133, -0.290, -0.908, 0.588, -0.260, 0.540, -0.664, 0.078, 0.665, -0.961, -0.616, -1.069, 0.951, -0.779, -0.927, -0.560, 0.434, 0.433, -0.594, 0.390, 0.477, 0.115, 0.231, 0.393, 0.340, 0.320, 0.429, 0.790, 0.393, -1.365, 1.034, -0.601, 0.237, 0.174, -0.195, 0.657, -1.606, -0.728, 0.565, -1.245, -0.729, 1.334, -1.606, 0.318, 1.192, -2.007, -1.001, 0.666, -1.640, -0.968, 0.893, -1.161, 0.318, 0.252, 0.246, 0.255, 0.323, 0.447, 0.237, 0.277, 0.331, 0.259, 0.352, 0.598, 0.122, 0.261, 0.006, 0.394, 0.585, 0.330, 0.413, 0.363, 0.299, 0.294, 0.554, 0.242, -0.265, -0.221, 0.325, -0.215, -0.335, -0.353

Entry 3:
Density functional theory data (ωB97M-V/def2-TZVPD) for a 9-piece molecular cluster, C20H63N5O9 overall in a non-equilibrium geometry.

Structure (XYZ):
```
97
C20H63N5O9 | the Open Molecules 2025 dataset | ωB97M-V/def2-TZVPD
C 4.493 -0.341 2.659
O 3.422 -1.017 2.117
C 2.188 -0.978 2.795
C 1.095 -1.516 1.877
C 1.369 -2.768 1.036
N 0.901 -0.563 0.763
H 5.318 -0.399 1.948
H 4.833 -0.812 3.582
H 4.254 0.707 2.840
H 2.272 -1.664 3.638
H 1.976 0.001 3.226
H 0.143 -1.666 2.387
H 2.075 -2.621 0.218
H 0.430 -3.139 0.625
H 1.791 -3.625 1.561
H 1.811 -0.401 0.357
H 0.367 -1.024 0.040
C 1.116 7.772 3.863
O -0.160 7.127 4.119
C -0.361 5.939 3.363
C -1.806 5.369 3.584
C -1.871 4.681 4.932
N -2.202 4.418 2.560
H 1.270 8.624 4.525
H 1.113 8.157 2.843
H 1.933 7.059 3.972
H -0.237 6.249 2.325
H 0.442 5.227 3.551
H -2.487 6.218 3.523
H -1.621 3.626 4.822
H -2.904 4.639 5.279
H -1.304 5.171 5.723
H -2.025 4.890 1.685
H -1.482 3.710 2.598
C 12.211 6.327 2.800
O 11.314 6.696 1.807
C 10.321 5.717 1.552
C 9.483 5.983 0.273
C 8.554 4.844 0.078
N 10.459 6.024 -0.798
H 13.002 5.636 2.511
H 11.748 5.923 3.701
H 12.729 7.242 3.086
H 10.826 4.751 1.551
H 9.678 5.552 2.416
H 8.969 6.938 0.382
H 9.065 3.952 -0.284
H 7.984 5.258 -0.754
H 7.773 4.797 0.837
H 11.281 6.333 -0.300
H 10.285 6.853 -1.348
C -5.075 -2.330 -8.425
O -5.171 -1.290 -7.429
C -6.553 -0.990 -6.984
C -6.521 0.405 -6.250
C -5.661 0.507 -4.963
N -7.918 0.834 -5.930
H -5.927 -3.010 -8.413
H -4.156 -2.876 -8.215
H -4.993 -1.806 -9.377
H -7.402 -1.133 -7.651
H -6.752 -1.849 -6.342
H -6.226 1.187 -6.949
H -5.728 1.513 -4.549
H -4.607 0.414 -5.225
H -5.940 -0.198 -4.180
H -7.772 1.650 -5.353
H -8.221 0.219 -5.188
C -5.668 -6.373 4.230
O -6.783 -6.058 3.309
C -7.390 -7.133 2.546
C -6.778 -7.258 1.183
C -6.499 -5.995 0.377
N -7.561 -8.259 0.389
H -4.844 -6.774 3.639
H -5.823 -7.030 5.086
H -5.282 -5.391 4.505
H -7.504 -8.076 3.081
H -8.398 -6.776 2.336
H -5.822 -7.682 1.492
H -6.031 -6.460 -0.490
H -5.818 -5.269 0.821
H -7.389 -5.451 0.059
H -7.202 -8.372 -0.549
H -7.412 -9.110 0.911
O -1.873 -5.675 -5.184
H -1.101 -6.063 -5.595
H -1.603 -4.785 -4.958
O -0.323 -1.092 -6.509
H -1.018 -1.076 -7.167
H -0.465 -0.300 -5.991
O 3.134 -7.310 6.078
H 3.646 -8.076 5.820
H 3.446 -6.608 5.507
O 3.782 -2.717 -4.971
H 4.353 -3.324 -5.443
H 3.013 -2.624 -5.533
```

SMILES ... COC[C@H](C)N.COC[C@H](C)N.COC[C@H](C)N.COC[C@H](C)N.COC[C@H](C)N.O.O.O.O
Orbital gap ... 9.23 eV
Total energy ... -47633.8889 eV
Relative energy (zero: lowest compared OMol25 entry of this formula, charge and spin) ... 103.8 kcal/mol
HOMO level ... -8.9050 eV

Just the Mulliken charges please, in e? Sure, here they are: -0.787, -0.268, -0.805, 0.529, -1.442, -0.779, 0.233, 0.290, 0.315, 0.355, 0.442, 0.292, 0.372, 0.408, 0.310, 0.252, 0.283, -0.701, -0.325, -0.736, 0.382, -1.270, -0.739, 0.249, 0.292, 0.291, 0.389, 0.338, 0.322, 0.323, 0.305, 0.332, 0.282, 0.265, -0.788, -0.373, -0.964, 0.578, -1.409, -0.802, 0.325, 0.324, 0.260, 0.399, 0.465, 0.364, 0.363, 0.321, 0.387, 0.294, 0.258, -0.725, -0.299, -0.769, 0.485, -1.359, -0.764, 0.337, 0.214, 0.260, 0.469, 0.348, 0.186, 0.442, 0.285, 0.333, 0.277, 0.280, -0.725, -0.315, -0.927, 0.694, -1.241, -0.709, 0.307, 0.291, 0.266, 0.374, 0.381, 0.155, 0.340, 0.291, 0.312, 0.246, 0.261, -0.639, 0.316, 0.322, -0.631, 0.321, 0.313, -0.637, 0.320, 0.317, -0.638, 0.321, 0.314

Entry 4:
Density functional theory data (ωB97M-V/def2-TZVPD) for one molecule with the formula C4H8ClP in a non-equilibrium geometry.

Structure (XYZ):
```
14
C4H8ClP | the Open Molecules 2025 dataset | ωB97M-V/def2-TZVPD
C -1.828 0.439 -0.600
C -0.482 0.668 -0.078
C 0.050 0.032 1.128
C 0.517 -0.461 -0.258
P 2.495 -0.381 -0.735
Cl 3.102 0.083 1.107
H -1.998 0.811 -1.594
H -2.523 0.881 0.106
H -2.047 -0.602 -0.812
H -0.225 1.777 -0.350
H 0.785 0.443 1.856
H -0.602 -0.529 1.676
H 0.067 -1.337 -0.740
H 2.689 -1.822 -0.705
```

SMILES ... C[C@H]1C[C@@H]1PCl
Orbital gap ... 9.99 eV
Total energy ... -26087.3931 eV
Relative energy (zero: lowest compared OMol25 entry of this formula, charge and spin) ... 8.3 kcal/mol
HOMO level ... -9.1250 eV

Just the Mulliken charges please, in e? Sure, here they are: -1.466, 0.630, -0.714, -0.443, 0.064, -0.211, 0.391, 0.306, 0.341, 0.272, 0.216, 0.252, 0.297, 0.064